(1)
33
Properties=species:S:1:pos:R:3 method="wB97M-V/def2-TZVPD" e_lumo_ev="0.1 / -2.6" mol_weight_g_mol=395.62 s_squared=24.980 energy_ev=-75324.5431 multiplicity=10 orbital_gap_ev="6.71 / 3.86" homo_energy_ev="-6.58 / -6.44"
Eu -0.636 -0.495 -0.195
Cl -0.866 1.094 -1.380
C -2.475 -0.697 0.502
H -2.476 -1.179 1.503
H -3.107 -1.326 -0.161
H -2.986 0.282 0.613
Mn -0.178 -0.173 -2.882
C 1.759 0.309 -3.441
C -1.375 -0.389 -4.560
C -0.309 -1.656 -1.578
H -1.769 -1.429 -4.589
H -2.228 0.323 -4.531
H -0.769 -0.201 -5.474
H 2.440 -0.497 -3.090
H 1.820 0.382 -4.549
H 2.073 1.274 -2.990
H -1.080 -2.445 -1.723
H 0.713 -2.090 -1.513
C -0.924 -1.108 3.598
C 0.057 -0.071 3.149
C 0.892 0.595 4.024
C 1.675 1.427 3.262
C 1.294 1.230 1.950
C 1.941 1.891 0.783
N 0.291 0.328 1.870
H -0.752 -2.059 3.051
H -1.955 -0.736 3.466
H -0.809 -1.308 4.685
H 0.937 0.474 5.099
H 2.456 2.082 3.623
H 1.823 2.990 0.866
H 3.023 1.638 0.774
H 1.498 1.540 -0.166


(2)
92
Properties=species:S:1:pos:R:3 method="wB97M-V/def2-TZVPD" e_lumo_ev=-4.8 mol_weight_g_mol=1072.02 energy_ev=-140693.5326 multiplicity=1 charge=+1 orbital_gap_ev=8.25 homo_energy_ev=-13.07
C 2.506 -4.914 4.903
C 1.531 -3.955 4.125
C 1.900 -3.721 2.601
N 0.489 -3.397 4.704
C 0.439 -2.028 4.258
C -0.529 -1.636 3.214
C -1.549 -2.602 2.516
C -3.023 -2.154 2.959
C -3.087 -1.708 4.470
Cl -4.863 -1.586 4.937
C -0.523 -0.228 2.753
C 0.450 0.722 3.350
N 0.455 2.096 2.835
C -0.427 2.985 3.565
O -0.425 4.132 3.271
F -1.299 2.569 4.535
C 1.837 2.533 2.877
O 2.326 3.277 3.648
F 2.662 1.950 1.919
C 1.344 0.225 4.400
N 1.330 -1.104 4.829
N 2.246 -1.476 5.812
C 1.690 -1.683 6.928
S 0.831 -2.017 8.225
H 3.544 -4.759 4.511
H 2.190 -5.995 4.774
H 2.447 -4.668 5.994
H 2.566 -2.808 2.496
H 2.511 -4.580 2.203
H 0.995 -3.634 1.945
H -1.458 -2.388 1.408
H -1.338 -3.686 2.720
H -3.268 -1.238 2.339
H -3.789 -2.962 2.773
H -2.646 -0.696 4.674
H -2.628 -2.471 5.169
H -1.250 0.090 1.965
H 2.083 0.909 4.893
C 1.984 1.732 -1.186
C 2.293 2.402 -2.541
C 1.446 3.623 -2.905
F 0.132 3.334 -3.001
F 1.821 4.105 -4.113
F 2.234 1.463 -3.517
F 3.592 2.809 -2.489
O 1.131 0.572 -1.213
C -0.247 0.817 -1.217
C -0.930 0.336 -2.501
F -0.412 0.930 -3.591
F -2.250 0.640 -2.473
F -0.478 2.113 -0.955
F -0.750 0.127 -0.156
H 2.938 1.352 -0.818
H 1.667 2.452 -0.430
H 1.574 4.425 -2.172
H -0.821 -0.745 -2.622
C 3.330 -1.701 -2.503
C 4.619 -1.477 -1.683
C 5.911 -1.350 -2.490
F 6.186 -2.457 -3.203
F 6.963 -1.161 -1.653
F 4.720 -2.452 -0.748
F 4.453 -0.313 -0.989
O 2.870 -3.051 -2.615
C 3.429 -3.851 -3.623
C 4.218 -5.037 -3.061
F 5.223 -4.628 -2.257
F 4.779 -5.751 -4.062
F 4.154 -3.089 -4.460
F 2.389 -4.318 -4.349
H 2.529 -1.196 -1.956
H 3.357 -1.198 -3.472
H 5.869 -0.495 -3.171
H 3.568 -5.697 -2.481
C -4.541 4.825 -2.809
C -4.759 3.650 -1.836
C -4.511 2.253 -2.402
F -5.330 1.957 -3.429
F -4.739 1.310 -1.447
F -5.999 3.744 -1.304
F -3.888 3.830 -0.796
O -5.697 5.366 -3.447
C -6.152 4.736 -4.614
C -7.544 4.122 -4.443
F -7.564 3.209 -3.449
F -7.922 3.483 -5.575
F -5.235 3.846 -5.040
F -6.207 5.698 -5.560
H -4.169 5.651 -2.199
H -3.739 4.627 -3.524
H -3.482 2.143 -2.736
H -8.283 4.893 -4.212


Please write out number 1 again, unchanged.
33
Properties=species:S:1:pos:R:3 method="wB97M-V/def2-TZVPD" e_lumo_ev="0.1 / -2.6" mol_weight_g_mol=395.62 s_squared=24.980 energy_ev=-75324.5431 multiplicity=10 orbital_gap_ev="6.71 / 3.86" homo_energy_ev="-6.58 / -6.44"
Eu -0.636 -0.495 -0.195
Cl -0.866 1.094 -1.380
C -2.475 -0.697 0.502
H -2.476 -1.179 1.503
H -3.107 -1.326 -0.161
H -2.986 0.282 0.613
Mn -0.178 -0.173 -2.882
C 1.759 0.309 -3.441
C -1.375 -0.389 -4.560
C -0.309 -1.656 -1.578
H -1.769 -1.429 -4.589
H -2.228 0.323 -4.531
H -0.769 -0.201 -5.474
H 2.440 -0.497 -3.090
H 1.820 0.382 -4.549
H 2.073 1.274 -2.990
H -1.080 -2.445 -1.723
H 0.713 -2.090 -1.513
C -0.924 -1.108 3.598
C 0.057 -0.071 3.149
C 0.892 0.595 4.024
C 1.675 1.427 3.262
C 1.294 1.230 1.950
C 1.941 1.891 0.783
N 0.291 0.328 1.870
H -0.752 -2.059 3.051
H -1.955 -0.736 3.466
H -0.809 -1.308 4.685
H 0.937 0.474 5.099
H 2.456 2.082 3.623
H 1.823 2.990 0.866
H 3.023 1.638 0.774
H 1.498 1.540 -0.166